Record 1
Formula: C36H35As2BrN4O10S5V
Source: the Open Molecules 2025 dataset
Level of theory: the ωB97M-V functional and the def2-TZVPD basis

The gap between HOMO and LUMO (alpha / beta) comes out at 5.09 / 6.47 eV. Its spin multiplicity is 4. As for the electronic energy: -335924.9561 eV. The HOMO energy (alpha / beta) is -0.055 / -0.105 hartree. Its net charge is -2. The value obtained for the largest force on an atom is 1.31 eV/Å.

XYZ file:
```
94
C36H35As2BrN4O10S5V the ωB97M-V functional and the def2-TZVPD basis
Br 6.394 -1.185 6.314
As -2.171 -2.390 -0.339
As -3.541 0.816 -2.169
V -0.199 0.017 0.548
S 1.215 -3.036 0.425
S 2.375 4.044 -1.448
S 0.006 5.643 -0.599
S 4.000 -0.321 -4.732
S -2.299 2.527 -2.150
O 1.205 -4.122 -0.549
O -1.395 -3.300 -1.626
O 0.718 -1.803 -0.207
O 2.449 -2.886 1.157
O -0.977 1.659 1.276
O 0.393 -0.970 2.976
O 1.618 0.336 1.666
O -1.892 -0.721 -0.509
O -3.776 -2.695 -0.499
O -2.671 0.846 3.097
N 0.861 3.417 0.659
N 3.088 -4.716 -5.622
N -0.162 3.812 1.527
N 1.140 0.708 -1.332
C -0.100 -3.439 1.578
C -3.364 4.852 3.931
C 1.457 -0.397 2.679
C -5.009 1.337 -3.360
C -2.060 -4.227 3.381
C 2.660 -1.560 4.549
C 4.878 0.090 4.261
C 0.249 -4.121 2.729
C -2.380 4.478 3.030
C -2.987 -0.738 -3.168
C 2.570 -3.736 -6.356
C 1.051 4.231 -0.280
C -2.879 2.163 3.358
C 3.584 -2.032 -5.029
C 1.362 4.756 -2.766
C 3.823 -4.361 -4.570
C -2.106 3.147 2.726
C 3.293 -0.001 -2.090
C -0.729 -4.508 3.635
C 2.857 0.028 -3.404
C 2.399 0.340 -1.086
C 1.547 0.393 -3.667
C -4.611 0.500 -0.602
C -3.866 2.535 4.273
C 3.767 -1.757 5.361
C 0.728 0.724 -2.598
C 2.655 -0.558 3.588
C 4.861 -0.925 5.201
C -1.447 -3.163 1.303
C -4.109 3.866 4.563
C 3.765 0.264 3.450
C -0.981 2.815 1.764
C -2.416 -3.568 2.209
C 0.760 6.036 -2.207
C 4.103 -3.045 -4.235
C 2.784 -2.389 -6.105
H 2.340 -1.632 -6.736
H 3.740 1.039 2.695
H 1.782 -2.186 4.636
H 3.785 -2.546 6.101
H -0.465 -3.517 -1.429
H 1.534 6.795 -2.079
H -1.784 5.223 2.519
H 1.296 -4.325 2.913
H -1.913 -0.868 -3.084
H -3.229 0.322 3.681
H -0.293 1.057 -2.750
H -3.292 -0.575 -4.201
H 1.951 -4.038 -7.195
H -2.826 -4.531 4.084
H -4.904 1.492 -0.260
H -3.472 -1.618 -2.744
H -5.474 -0.097 -0.895
H 2.689 0.321 -0.045
H -4.883 4.128 5.275
H -4.574 1.687 -4.295
H -4.442 1.754 4.762
H -3.455 -3.368 1.972
H -5.569 2.152 -2.905
H 4.309 -0.277 -1.845
H 4.218 -5.168 -3.964
H -3.547 5.900 4.135
H -5.673 0.490 -3.554
H -0.026 6.420 -2.859
H 5.747 0.726 4.157
H -0.448 -5.030 4.542
H 1.167 0.425 -4.680
H 4.705 -2.814 -3.367
H -4.043 -0.026 0.156
H 1.989 4.933 -3.640
H 0.572 4.044 -3.013
```



Record 2
Formula: C19H28FO8PS
Source: the Open Molecules 2025 dataset
Level of theory: the ωB97M-V functional and the def2-TZVPD basis

The gap between HOMO and LUMO comes out at 8.21 eV. As for the electronic energy: -59378.3517 eV. The HOMO energy is -0.342 hartree. Its SMILES is CC(=O)OCCCCC1=CC(=O)C(CCCF)=C(P(O)O)C1=O.O=S1(=O)CCCC1. The value obtained for the largest force on an atom is 0.61 eV/Å. As for the energy above the lowest of the compared OMol25 structures with the same formula, charge and spin: 18.0 kJ/mol.

XYZ file:
```
58
C19H28FO8PS the ωB97M-V functional and the def2-TZVPD basis
S 5.949 -0.541 2.852
P -5.661 1.683 -1.932
F -3.834 -3.294 -0.029
O -6.994 1.866 -1.000
O -2.726 2.619 -0.885
O 2.955 0.927 -0.339
O 4.547 -0.844 2.695
O -3.954 -0.814 2.222
O 2.710 -0.469 -2.048
O 6.838 -1.482 3.481
O -5.114 3.205 -2.091
C 2.438 -1.329 0.215
C 2.687 -0.178 -0.717
C -0.662 0.589 -0.995
C -2.008 0.444 -0.356
C -5.029 -2.851 -0.619
C 6.596 -0.048 1.257
C -6.106 -0.708 0.312
C -4.478 0.993 -0.687
C -4.778 -0.013 0.159
C -3.048 1.468 -0.682
C -2.331 -0.514 0.516
C 1.494 -0.965 -2.624
C -5.962 -2.243 0.422
C 6.350 1.457 1.204
C -0.734 0.370 -2.509
C 6.739 1.992 2.590
C 6.092 1.072 3.634
C 0.623 0.172 -3.179
C -3.692 -0.504 1.080
H -1.194 1.257 -2.953
H 1.211 1.090 -3.135
H -6.813 2.190 -0.108
H -4.942 3.628 -1.239
H -1.395 -0.472 -2.735
H -6.556 -0.350 1.242
H -6.767 -0.488 -0.519
H 7.659 -0.288 1.251
H 0.940 -1.578 -1.909
H -6.955 -2.665 0.254
H 6.415 3.022 2.729
H -0.004 -0.147 -0.533
H -1.628 -1.274 0.833
H 3.299 -1.436 0.865
H 6.931 1.924 0.411
H 0.453 -0.037 -4.237
H -4.751 -2.126 -1.389
H 5.293 1.651 1.007
H -0.270 1.584 -0.775
H -5.655 -2.543 1.420
H -5.477 -3.714 -1.112
H 1.801 -1.627 -3.431
H 6.688 0.961 4.536
H 1.572 -1.129 0.847
H 5.085 1.393 3.892
H 6.080 -0.608 0.480
H 2.249 -2.248 -0.336
H 7.824 1.971 2.701
```